one.
Entry from OMol25: a structure of composition C31H36Br2Ge2N3O2Ru (the ωB97M-V functional and the def2-TZVPD basis).

Calculated values
Molecular weight ... 888.75 g mol⁻¹
2S+1 ... 6
Kohn-Sham gap (spin up / spin down) ... 7.335 / 5.505 eV
Charge ... +2

Each line ends with the Löwdin charge.
Atoms and positions in Å:
1 Ru 0.9111 0.3479 0.2368  0.940
2 Br 3.7354 -3.0098 -2.5733  0.934
3 C 3.9799 -2.6169 -0.7821  -0.586
4 C 4.9474 -3.2646 -0.0301  -0.137
5 C 5.1311 -2.9761 1.3128  -0.587
6 Br 6.4500 -3.8868 2.2471  0.949
7 C 4.3149 -1.9974 1.9868  -0.163
8 C 4.4300 -1.6572 3.3462  0.014
9 C 3.5807 -0.7149 3.8732  0.002
10 C 2.6166 -0.1270 3.0512  -0.082
11 N 2.4921 -0.4291 1.7691  0.033
12 C 3.3327 -1.3411 1.2391  -0.147
13 C 3.1500 -1.6118 -0.1887  -0.382
14 O 2.2899 -0.9724 -0.8301  -0.139
15 H 5.5733 -4.0104 -0.5001  0.113
16 H 5.1781 -2.1346 3.9633  0.099
17 H 3.6422 -0.4271 4.9124  0.127
18 H 1.9222 0.6040 3.4478  0.121
19 C -3.0639 2.4417 -1.0413  -0.154
20 C -1.5812 2.4142 -0.6922  -0.375
21 Ge -1.1044 1.5541 1.0531  0.786
22 C -1.1765 2.8614 2.5215  -0.384
23 C -2.3325 3.8471 2.3708  -0.163
24 C -2.5317 0.2485 1.3851  -0.159
25 C -2.6517 -0.8322 0.5455  -0.289
26 Ge -0.8683 -1.3286 -0.2502  0.873
27 C -0.2818 -2.9795 0.6743  -0.349
28 C -0.9321 -3.2056 2.0353  -0.158
29 C -0.9671 -1.4357 -2.2180  -0.353
30 C -1.5383 -2.7078 -2.8345  -0.155
31 C -3.8732 -1.5214 0.2808  -0.222
32 C -3.8524 -2.8112 -0.2963  -0.024
33 C -5.0231 -3.4979 -0.5258  -0.030
34 C -6.2425 -2.8975 -0.2206  -0.009
35 C -6.2938 -1.6141 0.3255  -0.031
36 C -5.1255 -0.9354 0.5796  0.005
37 H -3.2362 2.9902 -1.9677  0.081
38 H -3.6568 2.9196 -0.2598  0.066
39 H -3.4570 1.4323 -1.1821  0.057
40 H -1.1816 3.4297 -0.6012  0.061
41 H -1.0128 1.9435 -1.4999  0.036
42 H -0.2263 3.3973 2.5845  0.043
43 H -1.2679 2.3051 3.4575  0.060
44 H -2.2593 4.4188 1.4448  0.066
45 H -2.3504 4.5582 3.1964  0.079
46 H -3.2967 3.3351 2.3639  0.068
47 H -3.2091 0.3310 2.2353  0.094
48 H 0.8033 -2.9196 0.7959  0.039
49 H -0.4562 -3.8234 0.0019  0.066
50 H -0.8023 -2.3385 2.6887  0.066
51 H -0.4957 -4.0664 2.5414  0.079
52 H -2.0038 -3.3884 1.9514  0.064
53 H 0.0669 -1.2967 -2.5536  0.051
54 H -1.5143 -0.5556 -2.5652  0.063
55 H -1.0863 -3.6075 -2.4134  0.068
56 H -1.3506 -2.7224 -3.9079  0.082
57 H -2.6184 -2.7764 -2.6989  0.058
58 H -2.9018 -3.2747 -0.5295  0.093
59 H -5.0014 -4.4942 -0.9437  0.123
60 H -7.1629 -3.4336 -0.4100  0.125
61 H -7.2498 -1.1619 0.5479  0.122
62 H -5.1572 0.0636 0.9950  0.121
63 N 4.1070 3.7782 -4.5449  0.196
64 C 3.2061 2.9456 -3.9882  -0.497
65 O 2.6562 2.0443 -4.5869  0.078
66 C 2.8779 3.1691 -2.5299  -0.090
67 C 3.0446 4.3534 -1.8278  0.024
68 C 2.6403 4.4122 -0.4995  -0.016
69 C 2.0715 3.2938 0.0731  -0.121
70 N 1.9037 2.1459 -0.6010  -0.066
71 C 2.3029 2.0914 -1.8702  -0.058
72 H 4.3240 3.6545 -5.5207  0.129
73 H 4.6295 4.4531 -4.0181  0.103
74 H 3.4601 5.2333 -2.3011  0.126
75 H 2.7475 5.3170 0.0804  0.122
76 H 1.7204 3.3056 1.0977  0.099
77 H 2.1554 1.1622 -2.4091  0.120



two.
Entry from OMol25: a structure of composition C31H36Br2Ge2N3O2Ru (the ωB97M-V functional and the def2-TZVPD basis).

Calculated values
Molecular weight ... 888.75 g mol⁻¹
2S+1 ... 6
Kohn-Sham gap (spin up / spin down) ... 7.304 / 4.827 eV
Charge ... +2

Each line ends with the Löwdin charge.
Atoms and positions in Å:
1 Ru 0.8026 0.2449 0.3464  0.901
2 Br 2.3205 -4.8057 0.7288  0.949
3 C 1.6111 -3.7303 2.0456  -0.591
4 C 1.4376 -4.2159 3.3273  -0.146
5 C 0.9124 -3.4093 4.3227  -0.594
6 Br 0.7331 -4.1226 6.0171  0.958
7 C 0.5055 -2.0433 4.0661  -0.169
8 C -0.0410 -1.1911 5.0405  0.004
9 C -0.4028 0.0859 4.6935  0.004
10 C -0.2309 0.5030 3.3731  -0.099
11 N 0.2814 -0.2838 2.4343  -0.020
12 C 0.6568 -1.5402 2.7739  -0.161
13 C 1.2578 -2.3689 1.7009  -0.374
14 O 1.4542 -1.9085 0.5631  -0.092
15 H 1.7217 -5.2345 3.5557  0.114
16 H -0.1725 -1.5461 6.0540  0.096
17 H -0.8219 0.7665 5.4221  0.129
18 H -0.5179 1.4990 3.0629  0.124
19 C 2.2889 -0.2379 -4.0694  -0.153
20 C 2.1980 -0.1741 -2.5390  -0.345
21 Ge 0.7077 1.0408 -1.9739  0.776
22 C 0.9364 2.9457 -2.3644  -0.358
23 C 0.7310 3.2971 -3.8466  -0.152
24 C -0.8437 0.5161 -3.0296  -0.150
25 C -1.9604 0.0806 -2.3634  -0.267
26 Ge -1.6291 -0.0493 -0.4044  0.862
27 C -1.8758 -1.8952 0.2790  -0.357
28 C -3.2283 -2.5797 0.0565  -0.154
29 C -2.6086 1.2852 0.6593  -0.369
30 C -4.1282 1.4027 0.4864  -0.159
31 C -3.1981 -0.2013 -3.0521  -0.171
32 C -3.2777 -0.1595 -4.4744  0.020
33 C -4.4578 -0.4219 -5.1184  -0.020
34 C -5.6042 -0.7280 -4.3759  0.019
35 C -5.5608 -0.7693 -2.9790  -0.011
36 C -4.3780 -0.5123 -2.3317  -0.017
37 H 3.1093 -0.8964 -4.3619  0.080
38 H 2.4848 0.7354 -4.5172  0.061
39 H 1.3783 -0.6406 -4.5154  0.064
40 H 3.1249 0.1857 -2.0947  0.046
41 H 1.9843 -1.1533 -2.1120  0.048
42 H 1.9135 3.2811 -2.0202  0.046
43 H 0.1983 3.4627 -1.7481  0.062
44 H 1.4394 2.7867 -4.4985  0.060
45 H 0.8625 4.3676 -4.0059  0.079
46 H -0.2761 3.0468 -4.1855  0.062
47 H -0.8520 0.6382 -4.1111  0.067
48 H -1.6748 -1.8131 1.3502  0.045
49 H -1.0778 -2.4961 -0.1598  0.054
50 H -4.0573 -2.0176 0.4895  0.065
51 H -3.2279 -3.5624 0.5317  0.079
52 H -3.4359 -2.7395 -1.0010  0.064
53 H -2.1351 2.2471 0.4565  0.057
54 H -2.3751 1.0221 1.6940  0.034
55 H -4.3995 1.6917 -0.5298  0.065
56 H -4.5313 2.1675 1.1520  0.079
57 H -4.6431 0.4704 0.7276  0.063
58 H -2.4036 0.0726 -5.0647  0.114
59 H -4.5035 -0.3920 -6.1985  0.127
60 H -6.5347 -0.9327 -4.8897  0.131
61 H -6.4531 -1.0014 -2.4130  0.129
62 H -4.3497 -0.5362 -1.2553  0.069
63 N 4.2916 0.5841 4.8864  0.184
64 C 5.0491 1.2582 3.9807  -0.485
65 O 6.1513 1.6812 4.2355  0.100
66 C 4.4732 1.4734 2.5984  -0.091
67 C 5.2677 2.1501 1.6830  0.044
68 C 4.7787 2.3767 0.4110  0.000
69 C 3.5182 1.9160 0.0893  -0.123
70 N 2.7352 1.2548 0.9568  -0.042
71 C 3.2239 1.0539 2.1924  -0.072
72 H 4.6772 0.4631 5.8086  0.124
73 H 3.3666 0.2483 4.7051  0.075
74 H 6.2475 2.4861 1.9969  0.139
75 H 5.3612 2.9058 -0.3297  0.126
76 H 3.1126 2.0785 -0.8942  0.060
77 H 2.5621 0.5372 2.8740  0.086



Most stable: one (next structure +10.9 kcal/mol)



one.
Entry from OMol25: a cluster of 3 separate species, C2H10NO2S in total (the ωB97M-V functional and the def2-TZVPD basis).

Calculated values
Molecular weight ... 112.17 g mol⁻¹
2S+1 ... 1
Kohn-Sham gap ... 5.655 eV
Charge ... -1

Each line ends with the Löwdin charge.
Atoms and positions in Å:
1 C 0.0325 1.0011 -0.3393  -0.395
2 C -1.2798 1.6554 -0.7636  -0.790
3 S -2.7563 0.8036 -0.1104  0.088
4 N 0.0995 0.7330 1.1277  -0.066
5 H 0.1010 0.0391 -0.8440  0.090
6 H 0.8614 1.6519 -0.6282  0.093
7 H -1.3015 2.6882 -0.4157  0.022
8 H -1.2735 1.6757 -1.8573  0.029
9 H -0.3236 1.5386 1.5825  0.057
10 H -0.6537 0.0540 1.2628  0.008
11 H 2.8660 -4.7580 -0.0481  0.023
12 H 2.4677 -3.4545 -0.7511  0.032
13 O 2.7736 -4.3554 -0.9126  -0.061
14 H 1.7898 -0.1301 0.9778  -0.028
15 H 2.6720 -1.3385 1.3613  0.006
16 O 2.7111 -0.4685 0.9567  -0.110



two.
Entry from OMol25: a cluster of 3 separate species, C2H10NO2S in total (the ωB97M-V functional and the def2-TZVPD basis).

Calculated values
Molecular weight ... 112.17 g mol⁻¹
2S+1 ... 1
Kohn-Sham gap ... 6.506 eV
Charge ... -1

Each line ends with the Löwdin charge.
Atoms and positions in Å:
1 C -0.4526 -1.1189 -0.5244  -0.416
2 C 0.3233 -2.0214 0.4296  -0.777
3 S -0.1523 -1.7686 2.1618  0.132
4 N -0.3713 0.3121 -0.1330  -0.065
5 H -1.5153 -1.4172 -0.4868  0.083
6 H -0.3106 -1.2754 -1.6014  0.085
7 H 1.3979 -1.9036 0.2536  0.034
8 H 0.0453 -3.0385 0.1320  0.028
9 H -0.2884 0.1928 0.8912  -0.046
10 H -1.3215 0.6640 -0.1919  0.053
11 H -0.1514 2.5195 2.0890  0.036
12 H -1.3226 3.0370 1.4241  -0.021
13 O -0.7335 3.2860 2.0786  -0.038
14 H 1.2558 0.7097 -1.5061  -0.001
15 H 2.2778 0.8853 -2.5611  0.018
16 O 1.3194 0.9370 -2.4552  -0.104



Most stable: one (next structure +7.1 kcal/mol)



one.
Entry from OMol25: the ion C3H5O2S with charge -1 (the ωB97M-V functional and the def2-TZVPD basis).

Calculated values
Molecular weight ... 105.14 g mol⁻¹
2S+1 ... 1
Kohn-Sham gap ... 7.146 eV
Charge ... -1

Each line ends with the Löwdin charge.
Atoms and positions in Å:
1 O 1.5785 -2.3833 -0.2168  -0.138
2 C 0.4928 -1.6791 -0.1487  -0.723
3 O -0.7182 -1.9284 -0.0673  -0.069
4 C 0.9058 -0.1943 -0.4016  -0.146
5 C -0.3928 0.5901 0.1658  -0.557
6 S -0.7718 2.4319 0.3911  0.524
7 H 1.8412 0.2248 -0.1095  0.080
8 H 0.6876 0.0164 -1.4182  0.071
9 H -1.2820 0.2231 -0.4795  0.083
10 H -0.4018 0.3119 1.2012  0.022
11 H -1.4125 2.5070 -0.8723  -0.146



two.
Entry from OMol25: the ion C3H5O2S with charge -1 (the ωB97M-V functional and the def2-TZVPD basis).

Calculated values
Molecular weight ... 105.14 g mol⁻¹
2S+1 ... 1
Kohn-Sham gap ... 7.081 eV
Charge ... -1

Each line ends with the Löwdin charge.
Atoms and positions in Å:
1 O -1.3888 -1.1694 -1.9428  -0.150
2 C -1.1195 -1.1273 -0.6610  -0.688
3 O -1.7039 -1.4580 0.4134  -0.094
4 C 0.2944 -0.4196 -0.5299  -0.223
5 C -0.0037 0.4465 0.6867  -0.517
6 S 0.9186 2.1769 1.0110  0.483
7 H 1.1695 -1.1361 -0.8375  0.123
8 H 0.5941 0.3428 -1.3273  0.090
9 H -1.0014 0.7764 0.5865  0.028
10 H -0.0722 -0.1987 1.6534  0.094
11 H 2.3129 1.7664 0.9476  -0.147



Most stable: one (next structure +10.3 kcal/mol)